{"formula": "C26H46ClF3N2O14S", "method": "ωB97M-V with the def2-TZVPD basis set", "homo_energy_ev": -8.8266, "total_charge": 0, "smiles": "CC(=O)NCCCC[C@@H]1C(=O)NC[C@]1(CCCCS(=O)(=O)Cl)C[C@H](O)C(F)(F)F.COC(=O)OC.COC(=O)OC.COC(=O)OC", "molar_mass_g_mol": 735.2, "orbital_gap_ev": 8.95, "spin_multiplicity": 1, "species": ["C", "C", "O", "N", "C", "C", "C", "C", "C", "C", "O", "N", "C", "C", "C", "C", "C", "C", "S", "O", "O", "Cl", "C", "C", "O", "C", "F", "F", "F", "H", "H", "H", "H", "H", "H", "H", "H", "H", "H", "H", "H", "H", "H", "H", "H", "H", "H", "H", "H", "H", "H", "H", "H", "H", "H", "H", "H", "C", "O", "C", "O", "O", "C", "H", "H", "H", "H", "H", "H", "C", "O", "C", "O", "O", "C", "H", "H", "H", "H", "H", "H", "C", "O", "C", "O", "O", "C", "H", "H", "H", "H", "H", "H"], "positions_angstrom": [[4.829, -1.148, -0.117], [4.672, -0.163, -1.245], [5.630, 0.337, -1.781], [3.321, 0.148, -1.607], [3.055, 1.581, -1.816], [2.182, 2.154, -0.694], [1.236, 3.295, -1.122], [-0.203, 3.080, -0.659], [-0.921, 1.843, -1.242], [-0.469, 1.613, -2.683], [0.309, 0.777, -3.081], [-1.166, 2.509, -3.488], [-2.368, 2.952, -2.741], [-2.427, 1.985, -1.503], [-3.035, 0.681, -2.067], [-2.782, -0.621, -1.277], [-4.046, -1.418, -0.954], [-4.528, -2.342, -2.073], [-5.345, -1.464, -3.380], [-6.277, -0.546, -2.820], [-4.406, -1.046, -4.365], [-6.429, -2.984, -4.204], [-3.364, 2.654, -0.454], [-3.111, 2.623, 1.057], [-2.093, 3.533, 1.448], [-2.814, 1.273, 1.674], [-1.621, 0.770, 1.351], [-3.742, 0.377, 1.316], [-2.847, 1.358, 3.012], [5.586, -0.775, 0.573], [5.201, -2.087, -0.535], [3.891, -1.335, 0.396], [3.036, -0.394, -2.413], [2.574, 1.729, -2.781], [4.005, 2.120, -1.847], [1.618, 1.340, -0.237], [2.842, 2.534, 0.090], [1.571, 4.217, -0.640], [1.301, 3.486, -2.197], [-0.798, 3.981, -0.812], [-0.162, 2.955, 0.424], [-0.617, 0.954, -0.692], [-1.337, 2.134, -4.412], [-2.226, 3.986, -2.435], [-3.263, 2.838, -3.353], [-2.688, 0.525, -3.086], [-4.112, 0.856, -2.143], [-2.140, -1.263, -1.888], [-2.233, -0.429, -0.360], [-4.868, -0.751, -0.685], [-3.889, -2.059, -0.084], [-5.274, -3.040, -1.694], [-3.724, -2.917, -2.532], [-3.404, 3.724, -0.671], [-4.377, 2.280, -0.613], [-4.049, 2.905, 1.545], [-2.479, 4.163, 2.061], [4.544, -5.919, -4.177], [3.569, -5.215, -4.954], [3.453, -3.924, -4.646], [4.081, -3.345, -3.796], [2.523, -3.385, -5.431], [2.326, -1.984, -5.213], [4.522, -6.942, -4.540], [5.532, -5.489, -4.323], [4.285, -5.889, -3.121], [3.238, -1.431, -5.430], [2.020, -1.802, -4.184], [1.534, -1.676, -5.888], [0.790, 2.346, 3.027], [2.094, 1.994, 2.553], [2.568, 0.851, 3.042], [1.988, 0.122, 3.806], [3.782, 0.646, 2.540], [4.406, -0.565, 2.980], [0.537, 3.273, 2.521], [0.062, 1.584, 2.770], [0.797, 2.503, 4.105], [3.814, -1.429, 2.684], [4.530, -0.560, 4.061], [5.375, -0.589, 2.490], [-0.747, -0.672, 5.020], [-0.861, -1.835, 5.855], [-1.138, -1.571, 7.126], [-1.304, -0.479, 7.607], [-1.207, -2.727, 7.792], [-1.500, -2.585, 9.184], [-0.513, -1.045, 4.028], [-1.691, -0.130, 5.010], [0.056, -0.030, 5.366], [-2.465, -2.103, 9.326], [-0.727, -2.001, 9.681], [-1.522, -3.594, 9.583]]}